# 1
Below is 2 unconnected molecules or ions with the total composition C5H14INSi at a distorted geometry, with properties calculated with ωB97M-V/def2-TZVPD.

Results
charge	0
SMILES string	CN[SiH2]I.C=C(C)C
HOMO-LUMO gap	0.3623	Ha
DFT total energy	-22879.5985	eV
HOMO	-9.2	eV
relative energy (zero: lowest compared OMol25 entry of this formula, charge and spin)	0.6733	eV
lowest unoccupied orbital energy	0.673	eV

The geometry in XYZ format:
```
22
Properties=species:S:1:pos:R:3:forces:R:3:lowdin_charge:R:1
C 0.7789 -1.2044 1.6655 1.0 -1.5 -2.4 -0.157
N -0.4613 -0.8005 0.9074 2.0 -1.3 0.5 -0.278
Si -1.6420 -1.9090 0.4233 -0.6 0.3 0.3 0.016
I -2.2651 -3.5218 2.1101 0.0 -0.6 0.4 0.375
H 1.1141 -2.2837 1.4353 -1.1 1.2 0.0 0.088
H 1.7504 -0.6973 1.3463 -1.7 0.2 0.8 0.082
H 0.5552 -1.2602 2.7015 0.3 0.6 1.1 0.046
H -0.9205 -0.0075 1.2953 0.1 0.8 0.4 0.046
H -2.8231 -1.0605 0.4097 -0.4 0.2 -0.5 -0.072
H -1.4166 -2.6504 -0.7981 0.3 -0.2 -0.4 -0.079
C 1.0595 2.0397 0.1363 -3.0 3.5 1.9 -0.022
C 0.4313 1.3920 -0.8263 3.8 -1.7 -1.3 -0.409
C 1.3966 0.3418 -1.4715 -0.8 4.3 -1.5 -0.061
C -0.9636 1.5569 -1.3606 1.9 -0.8 -0.9 -0.040
H 2.0877 2.1007 0.4493 0.2 -0.9 -0.3 0.055
H 0.4285 2.8252 0.7203 1.0 -1.1 -0.9 0.087
H 2.2911 0.1541 -0.9540 1.3 0.5 0.8 0.049
H 1.5869 0.7349 -2.4997 0.0 -0.9 0.5 0.098
H 0.8979 -0.5197 -1.4165 -2.0 -3.7 -0.7 0.004
H -1.1975 1.3403 -2.4338 0.8 0.2 0.9 0.112
H -1.5018 0.9110 -0.7623 -1.8 -1.5 1.0 0.013
H -1.1867 2.5184 -1.0774 -1.2 2.4 0.2 0.047
```
Positions in Å, forces in eV/Å.

# 2
Below is 2 unconnected molecules or ions with the total composition C5H14N at a distorted geometry, with properties calculated with ωB97M-V/def2-TZVPD.

Results
charge	+1
HOMO-LUMO gap	0.3139	Ha
DFT total energy	-6894.3395	eV
HOMO	-14.5	eV
relative energy (zero: lowest compared OMol25 entry of this formula, charge and spin)	1.5223	eV
lowest unoccupied orbital energy	-5.941	eV

The geometry in XYZ format:
```
20
Properties=species:S:1:pos:R:3:forces:R:3:lowdin_charge:R:1
C -2.1499 1.9320 1.7666 0.3 -0.3 -0.1 0.178
N -0.9037 2.1795 1.9059 -0.7 -0.1 -1.2 0.199
H -2.4835 0.9099 1.9190 0.0 0.0 -0.3 0.129
H -2.8453 2.6915 1.4282 -0.1 0.2 0.6 0.131
H -0.5781 3.1282 1.7448 0.3 -0.1 0.0 0.163
H -0.2578 1.3919 1.7239 0.2 0.3 0.9 0.094
C 0.1850 -0.3127 -2.0315 -0.2 0.3 0.4 -0.081
C 1.0037 -0.8126 -0.8518 0.4 -0.7 0.0 -0.492
C 0.7609 -0.0336 0.4386 0.1 0.2 -0.3 -0.113
C 0.8172 -2.3160 -0.5760 0.1 0.6 -0.7 -0.075
H 0.4306 -0.8698 -2.9329 0.0 0.1 -0.1 0.084
H -0.8935 -0.4241 -1.8635 0.1 -0.1 0.1 0.080
H 0.3836 0.7558 -2.1752 0.0 -0.2 -0.3 0.078
H 2.0686 -0.6894 -1.1001 -0.2 0.2 0.0 0.138
H 1.4605 -0.3656 1.2087 -0.1 0.1 0.1 0.095
H -0.2720 -0.1995 0.7788 0.0 -0.1 0.0 0.068
H 0.9240 1.0328 0.2311 0.0 0.0 0.1 0.077
H 1.1337 -2.8824 -1.4566 0.0 0.0 0.2 0.085
H 1.4603 -2.5868 0.2623 -0.3 -0.3 0.1 0.080
H -0.2444 -2.5291 -0.4204 0.2 -0.2 0.3 0.083
```
Positions in Å, forces in eV/Å.

# 3
Below is a gas-phase ion, C5H14N (charge +1) at a distorted geometry, with properties calculated with ωB97M-V/def2-TZVPD.

Results
charge	+1
SMILES string	CC(C)CC[NH3+]
HOMO-LUMO gap	0.4107	Ha
DFT total energy	-6894.9773	eV
HOMO	-14.9	eV
relative energy (zero: lowest compared OMol25 entry of this formula, charge and spin)	0.8846	eV
lowest unoccupied orbital energy	-3.741	eV

The geometry in XYZ format:
```
20
Properties=species:S:1:pos:R:3:forces:R:3:lowdin_charge:R:1
C -1.8726 0.6679 -0.0194 -0.3 0.0 0.2 -0.079
C -1.1520 -0.6883 -0.0727 0.5 -0.2 -0.6 -0.395
C -0.7958 -1.2784 1.3001 0.1 1.4 0.1 -0.058
C 0.1838 -0.5842 -0.9095 -0.9 1.2 0.7 -0.140
C 0.8427 0.7719 -0.6805 2.6 0.4 0.3 -0.080
N 2.3515 0.6779 -0.0901 -0.2 -0.9 0.3 0.179
H -2.9614 0.5977 -0.0783 0.1 -0.4 0.3 0.090
H -1.6469 1.1621 0.9282 0.1 0.4 -0.3 0.081
H -1.6484 1.2816 -0.8958 0.3 0.2 0.2 0.084
H -1.8193 -1.2821 -0.6974 0.2 -0.7 0.4 0.131
H -1.6226 -1.6094 1.9247 0.0 -0.6 -0.4 0.090
H -0.4046 -0.4401 1.9011 0.1 0.0 -0.1 0.076
H 0.0513 -1.9528 1.2006 -0.5 -0.6 0.2 0.071
H -0.1354 -0.6538 -1.9444 0.5 -0.1 -0.2 0.123
H 0.9252 -1.3361 -0.6527 -0.3 -0.5 -0.2 0.109
H 1.0939 1.3253 -1.5746 -0.7 0.3 -0.3 0.124
H 0.4571 1.4128 0.1025 -0.7 0.0 -0.3 0.114
H 2.8485 1.5710 -0.0389 -0.5 0.1 -0.1 0.163
H 3.0043 0.0449 -0.5642 -0.4 0.0 -0.4 0.163
H 2.3006 0.3119 0.8615 0.0 0.1 0.1 0.155
```
Positions in Å, forces in eV/Å.

# 4
Below is a gas-phase ion, C5H14N (charge +1) at a distorted geometry, with properties calculated with ωB97M-V/def2-TZVPD.

Results
charge	+1
SMILES string	CCCCC[NH3+]
HOMO-LUMO gap	0.4072	Ha
DFT total energy	-6895.4560	eV
HOMO	-14.8	eV
relative energy (zero: lowest compared OMol25 entry of this formula, charge and spin)	0.4058	eV
lowest unoccupied orbital energy	-3.701	eV

The geometry in XYZ format:
```
20
Properties=species:S:1:pos:R:3:forces:R:3:lowdin_charge:R:1
C 1.6388 -1.8917 0.4529 1.3 0.4 0.7 -0.099
C 0.7730 -0.8389 1.1213 -0.6 0.0 -0.2 -0.259
C -0.6534 -0.6578 0.5346 1.6 -0.4 0.8 -0.212
C -0.6892 -0.1795 -0.8962 -1.2 1.0 -0.7 -0.193
C -0.2085 1.2399 -1.1532 0.3 0.4 0.4 -0.122
N -1.0200 2.1817 -0.2681 -0.3 -0.3 0.8 0.191
H 1.3126 -2.9200 0.6106 -0.4 0.1 -0.4 0.084
H 1.9011 -1.6509 -0.5793 -0.4 -0.3 -0.1 0.073
H 2.6122 -1.8682 0.9693 -0.2 0.0 -0.1 0.083
H 0.6421 -1.0814 2.1733 0.0 -0.2 0.1 0.110
H 1.2751 0.1374 1.1516 0.1 -0.1 -0.2 0.101
H -1.1654 -1.6012 0.5532 -0.3 -0.6 0.1 0.116
H -1.1362 -0.0681 1.3197 -0.6 0.5 -0.6 0.108
H -0.2426 -0.8441 -1.6328 0.4 -0.2 0.3 0.131
H -1.7389 -0.1403 -1.2234 0.0 -0.2 0.0 0.124
H 0.8317 1.4467 -0.9139 0.1 -0.2 0.0 0.130
H -0.4065 1.5975 -2.1582 0.1 -0.3 -0.2 0.132
H -1.3230 3.0222 -0.7559 0.0 0.1 0.1 0.172
H -0.5674 2.4480 0.6115 0.4 0.1 -0.4 0.174
H -1.8355 1.6686 0.0829 -0.3 0.1 -0.4 0.156
```
Positions in Å, forces in eV/Å.

What did the first record say?
Below is 2 unconnected molecules or ions with the total composition C5H14INSi at a distorted geometry, with properties calculated with ωB97M-V/def2-TZVPD.

Results
charge	0
SMILES string	CN[SiH2]I.C=C(C)C
HOMO-LUMO gap	0.3623	Ha
DFT total energy	-22879.5985	eV
HOMO	-9.2	eV
relative energy (zero: lowest compared OMol25 entry of this formula, charge and spin)	0.6733	eV
lowest unoccupied orbital energy	0.673	eV

The geometry in XYZ format:
```
22
Properties=species:S:1:pos:R:3:forces:R:3:lowdin_charge:R:1
C 0.7789 -1.2044 1.6655 1.0 -1.5 -2.4 -0.157
N -0.4613 -0.8005 0.9074 2.0 -1.3 0.5 -0.278
Si -1.6420 -1.9090 0.4233 -0.6 0.3 0.3 0.016
I -2.2651 -3.5218 2.1101 0.0 -0.6 0.4 0.375
H 1.1141 -2.2837 1.4353 -1.1 1.2 0.0 0.088
H 1.7504 -0.6973 1.3463 -1.7 0.2 0.8 0.082
H 0.5552 -1.2602 2.7015 0.3 0.6 1.1 0.046
H -0.9205 -0.0075 1.2953 0.1 0.8 0.4 0.046
H -2.8231 -1.0605 0.4097 -0.4 0.2 -0.5 -0.072
H -1.4166 -2.6504 -0.7981 0.3 -0.2 -0.4 -0.079
C 1.0595 2.0397 0.1363 -3.0 3.5 1.9 -0.022
C 0.4313 1.3920 -0.8263 3.8 -1.7 -1.3 -0.409
C 1.3966 0.3418 -1.4715 -0.8 4.3 -1.5 -0.061
C -0.9636 1.5569 -1.3606 1.9 -0.8 -0.9 -0.040
H 2.0877 2.1007 0.4493 0.2 -0.9 -0.3 0.055
H 0.4285 2.8252 0.7203 1.0 -1.1 -0.9 0.087
H 2.2911 0.1541 -0.9540 1.3 0.5 0.8 0.049
H 1.5869 0.7349 -2.4997 0.0 -0.9 0.5 0.098
H 0.8979 -0.5197 -1.4165 -2.0 -3.7 -0.7 0.004
H -1.1975 1.3403 -2.4338 0.8 0.2 0.9 0.112
H -1.5018 0.9110 -0.7623 -1.8 -1.5 1.0 0.013
H -1.1867 2.5184 -1.0774 -1.2 2.4 0.2 0.047
```
Positions in Å, forces in eV/Å.